(1)
Molecular formula: C53H52F8N2O2P
Method: DFT, ωB97M-V/def2-TZVPD

Element x y z (Å)
1 P 0.12655 3.67977 2.24960
2 F 0.36019 -8.92058 2.25842
3 F 6.66691 5.53812 5.47931
4 F 0.92705 -3.74002 -2.28039
5 F 6.29527 -4.02508 -8.48494
6 F -11.70348 1.49805 4.33500
7 F 5.44127 -3.50621 -5.19337
8 F 1.49432 5.59157 -0.59426
9 F -4.95956 2.12647 2.71006
10 O 2.71495 -0.82104 4.53649
11 O 1.44876 0.74524 3.31859
12 N 0.68495 2.91242 0.92326
13 N -1.58046 3.40074 2.29766
14 C -12.03959 1.24726 3.05825
15 C -0.17335 7.16430 -0.05898
16 C 2.01586 -3.06502 -1.86529
17 C -13.61826 0.41366 1.45925
18 C -13.26724 0.66801 2.78062
19 C -8.69408 2.11886 4.40883
20 C 1.96871 0.17975 4.50677
21 C -7.88721 0.98761 4.50132
22 C 5.13575 -0.31935 -7.76828
23 C 5.33678 2.37009 4.33264
24 C -0.59480 8.48877 -0.01933
25 C 1.92759 7.86338 -1.02421
26 C 4.25253 -1.67864 -1.01413
27 C 4.96933 -7.17173 -9.69023
28 C -1.46561 1.27911 3.82566
29 C 5.04162 -7.20269 -7.27860
30 C 5.11941 1.73191 5.54997
31 C 0.24144 9.49887 -0.48958
32 C -8.23650 3.25219 3.74224
33 C 6.48100 -1.97802 -6.65515
34 C 4.74353 -7.83007 -8.48546
35 C 0.49381 -0.16247 2.68403
36 C 5.57181 -5.91692 -7.27731
37 C 1.50024 9.18662 -0.99384
38 C -6.17624 2.12402 3.26382
39 C 3.14659 -3.04114 -2.66472
40 C 1.98524 -2.40730 -0.64634
41 C 5.78766 -5.26934 -8.48333
42 C 3.11217 -1.71436 -0.21512
43 C -1.08475 -6.22749 0.31343
44 C 5.34164 -2.46424 -6.03551
45 C 3.99774 -0.81180 -7.13604
46 C -11.15266 1.57208 2.04321
47 C -2.02361 2.75662 3.55589
48 C 1.39980 -7.39138 0.79642
49 C 5.48915 -5.88192 -9.68996
50 C 5.95302 3.66592 6.72039
51 C 0.25979 -7.87796 1.41542
52 C 1.08508 6.86575 -0.55930
53 C 4.10004 -1.89373 -6.26862
54 C -6.62303 0.98801 3.92090
55 C -11.50071 1.30704 0.72314
56 C 6.37604 -0.90314 -7.53005
57 C -0.98194 -7.30942 1.18179
58 C 1.29426 -6.31652 -0.08013
59 C -6.96829 3.25762 3.17097
60 C 4.26941 -2.33897 -2.23896
61 C 5.42420 2.37961 6.74436
62 C -12.73463 0.73063 0.43217
63 C 6.16044 4.29302 5.50231
64 C -0.99084 0.46666 2.54359
65 C 5.85505 3.66040 4.30803
66 C 0.05354 -5.73379 -0.31922
67 H -8.86789 4.13134 3.66757
68 H -1.76407 3.39417 4.49002
69 H 6.20407 4.18297 7.63918
70 H -0.02793 -4.89334 -0.99912
71 H -2.05045 -5.76985 0.12920
72 H -0.09058 10.53182 -0.46196
73 H -6.59204 4.13349 2.65600
74 H 6.02232 4.17596 3.36986
75 H 0.94185 -0.45833 1.67798
76 H -10.20080 2.02722 2.28748
77 H -0.81418 6.36436 0.29553
78 H -3.17454 2.70538 3.54497
79 H 4.71091 0.72668 5.56928
80 H -10.81171 1.54984 -0.07816
81 H -14.58051 -0.03147 1.23078
82 H 1.12785 3.59624 0.29161
83 H -1.57392 8.73417 0.37693
84 H 5.10238 1.86270 3.40327
85 H 2.14874 9.97378 -1.36341
86 H 2.90788 7.60277 -1.40533
87 H 5.81717 -5.41678 -6.34919
88 H 5.66311 -5.35093 -10.61834
89 H 0.39893 -1.06898 3.38509
90 H 4.33399 -8.83487 -8.48523
91 H -13.93924 0.41966 3.59361
92 H 0.76228 3.20112 3.44774
93 H 4.86147 -7.71566 -6.34038
94 H -8.24376 0.10693 5.02439
95 H 2.17951 -5.93343 -0.57657
96 H -2.33464 0.67807 4.29344
97 H 5.15669 -2.30666 -2.86178
98 H 3.10157 -1.20258 0.74109
99 H 0.48646 5.07483 2.11697
100 H 2.35919 -7.85168 1.00115
101 H 5.05436 0.52235 -8.44812
102 H 3.03247 -0.35323 -7.31936
103 H -13.00667 0.52837 -0.59859
104 H -5.98403 0.11459 3.97531
105 H 5.25032 1.88216 7.69227
106 H 1.72413 0.67433 5.50520
107 H -1.03704 1.02129 1.55687
108 H 5.12934 -1.13434 -0.67954
109 H 7.26131 -0.52074 -8.02622
110 H -9.67955 2.11603 4.85726
111 H -1.68178 -0.45041 2.42488
112 H 4.74053 -7.66305 -10.62964
113 H -1.85772 -7.71242 1.67686
114 H 7.44015 -2.43886 -6.45178
115 H 3.14541 -3.56847 -3.61155
116 H 3.22348 -2.29495 -5.77377
117 H -0.65446 1.28802 4.64524
118 H 1.08599 -2.43943 -0.04214

Computed properties:
M: 931.97 Da
orbital gap: 5.12 eV
net charge: -1
HOMO energy: -0.11478 hartree
DFT total energy: -3450.9616 a.u.



(2)
Molecular formula: C53H53As2BrF5MgN5O12P
Method: DFT, ωB97M-V/def2-TZVPD

Element x y z (Å)
1 Br 0.36892 -2.89010 -0.91417
2 As -2.81363 2.41352 -5.55171
3 As -0.56411 0.16134 -3.69334
4 P 2.94634 -0.88897 -1.27130
5 Mg -0.23616 0.58147 -0.84402
6 F 5.90278 -5.14288 -0.99525
7 F 1.94872 -0.83019 5.73528
8 F 1.26995 -5.77542 -0.78929
9 F 5.56259 -2.49915 -1.14708
10 F 3.75725 -6.78737 -0.81905
11 O -1.61615 -0.87416 -0.83463
12 O 1.67255 2.01152 -2.78013
13 O -5.49953 1.19952 -3.49520
14 O -0.52248 4.81443 -6.16825
15 O -1.31871 1.87004 -1.55520
16 O -5.25498 0.23856 -5.52938
17 O 0.09091 -0.28007 1.16840
18 O -4.24757 -1.56318 -3.41410
19 O 1.68828 3.37150 -4.55286
20 O -0.85688 5.10262 -4.00784
21 O -2.10527 -2.24052 -3.39412
22 O -3.74407 -0.26234 -0.41332
23 N -0.28849 -1.09154 7.51663
24 N 1.77162 2.03178 1.22093
25 N -0.67395 -2.11923 9.79201
26 N -3.13344 -0.84648 3.61771
27 N 0.90013 2.14818 0.20650
28 C 4.68546 -0.34005 2.38945
29 C 2.95739 2.56386 -2.45632
30 C -1.86357 -0.83857 4.16557
31 C 3.57939 -5.47599 -0.90083
32 C 2.11657 -3.57122 -0.96431
33 C -3.27619 -0.69337 2.27552
34 C -0.75123 -0.69839 3.32293
35 C -2.25528 -0.55800 1.39518
36 C 1.11323 2.55517 -3.87488
37 C -3.90181 3.82466 -4.74395
38 C 0.68843 -0.84327 5.23507
39 C 3.53006 -0.51489 -5.23941
40 C 0.73295 3.45048 0.02622
41 C -0.40501 -0.95843 6.10612
42 C -1.05184 -0.17380 8.35046
43 C 3.01545 -0.72795 -3.97044
44 C 0.52442 -0.71840 3.88590
45 C 4.47376 -3.26878 -1.07654
46 C -2.49604 0.00428 -3.89869
47 C 5.66850 0.00293 -4.27297
48 C 4.01777 -0.24805 0.06523
49 C 1.51382 4.18214 0.93407
50 C 2.16505 3.22878 1.68514
51 C 3.20626 -2.70307 -1.07241
52 C -3.07549 -1.31346 -3.49777
53 C 4.85750 -0.13845 -5.39043
54 C -6.67100 0.04498 -5.64647
55 C 2.30230 -4.93946 -0.88768
56 C -5.42856 -1.83471 3.98770
57 C 0.99438 -1.40378 8.13751
58 C -0.76063 4.34568 -4.93387
59 C 5.35400 1.52043 1.03283
60 C -0.13382 3.90804 -7.20844
61 C -3.31662 0.91604 -4.41072
62 C -2.54135 -3.55041 -3.02673
63 C 4.67971 0.97351 -0.05011
64 C -0.02944 -0.56322 -5.44835
65 C -1.08322 2.87949 -4.78543
66 C -1.67037 -0.96705 5.54689
67 C -4.81307 0.76564 -4.37564
68 C -1.62714 -0.98019 9.51735
69 C -4.57505 -2.27965 5.13694
70 C 4.67440 -4.63507 -0.99198
71 C -2.60427 -0.53335 -0.09092
72 C -2.32402 2.81503 -1.48458
73 C 3.82605 -0.59097 -2.84186
74 C 4.02043 -0.89222 1.30444
75 C 5.15995 -0.23068 -3.00323
76 C -0.90757 -0.50470 1.87538
77 C 0.74722 -1.66456 9.63071
78 C -0.24867 2.03156 -4.19161
79 C 5.35927 0.86718 2.25670
80 C -4.30425 -0.96777 4.45468
81 H 1.40945 -2.43144 10.02480
82 H -3.54208 4.78628 -5.10815
83 H 3.68394 2.31346 -3.22823
84 H -0.83834 -2.51822 10.71520
85 H -0.85236 -2.84504 9.09499
86 H 2.89300 -0.62629 -6.10740
87 H 1.73475 -0.60421 8.04992
88 H 1.40671 -2.29500 7.66675
89 H 0.98186 -0.22972 -5.68526
90 H 5.87791 2.46040 0.91523
91 H -1.72176 -0.39571 10.43058
92 H -4.99378 -2.25890 6.13420
93 H 3.23255 2.11785 -1.50561
94 H -6.95237 0.35384 -6.65019
95 H -5.30996 -2.35671 3.04928
96 H -3.49375 -3.78257 -3.49736
97 H 2.86772 3.31114 2.49688
98 H -2.40336 3.26848 -0.48017
99 H 3.50306 -1.83810 1.42199
100 H -6.88285 -1.01375 -5.50667
101 H -3.87478 -3.08209 4.94739
102 H 6.70551 0.28933 -4.38923
103 H 5.89363 1.28966 3.09739
104 H 4.68539 -0.86038 3.33921
105 H 2.01643 1.10840 1.54079
106 H -4.93124 3.68521 -5.06973
107 H 5.26014 0.04329 -6.37796
108 H -2.64817 -3.60048 -1.94258
109 H 2.88556 3.64564 -2.36061
110 H 1.96877 -0.98846 -3.84799
111 H -1.86378 0.27969 7.79011
112 H -4.56106 -0.05529 4.98106
113 H -0.41965 0.64470 8.71668
114 H 0.06766 3.78963 -0.75165
115 H -7.20076 0.63147 -4.90084
116 H -3.31026 2.38161 -1.70921
117 H 4.67428 1.50876 -0.99109
118 H -2.14815 3.64439 -2.18715
119 H -0.05383 -1.65167 -5.42113
120 H 0.46770 3.09467 -6.80958
121 H 1.39260 -0.62521 3.24531
122 H 5.81229 -0.14075 -2.14513
123 H -1.01364 3.51783 -7.72176
124 H -6.43165 -1.48837 4.18698
125 H -3.84645 3.79247 -3.65964
126 H -0.71289 -0.20304 -6.21663
127 H -2.52972 -1.10392 6.18694
128 H 0.84968 -0.76801 10.23893
129 H 1.58975 5.25076 1.02347
130 H -2.58746 -1.43007 9.27296
131 H -1.76601 -4.23630 -3.35672
132 H 0.46580 4.49149 -7.90136
133 H -4.28885 -0.68168 1.89345

Computed properties:
M: 1332.05 Da
orbital gap: 5.74 eV
net charge: +1
relative energy (zero: lowest compared OMol25 entry of this formula, charge and spin): 0.000 eV
HOMO energy: -0.33615 hartree
DFT total energy: -11314.2442 a.u.



orbital gap of number 2 (C53H53As2BrF5MgN5O12P)?
5.74 eV



Which of these has the lowest net charge?
C53H52F8N2O2P



Among the records above, which one has the lowest M?
C53H52F8N2O2P



Among the records above, which one has the lowest net charge?
C53H52F8N2O2P